P | Here is a 10-piece molecular cluster, C30H69NO11 overall from the OMol25 dataset. Energies are from ωB97M-V/def2-TZVPD.

Atoms and positions in Å:
O (-1.100, -0.287, 1.519)
O (-1.273, 6.356, -4.678)
O (-3.644, -1.096, 1.139)
O (-1.427, 1.133, -3.495)
O (1.746, -0.524, 1.845)
O (5.069, 0.738, -1.815)
O (-0.610, -2.476, -1.989)
O (3.459, 1.483, 1.039)
O (-1.142, -3.146, 0.751)
O (-2.614, 1.800, -1.114)
O (-1.538, 2.490, 1.840)
N (-1.089, 0.076, -1.034)
C (0.050, 0.869, -1.173)
C (-1.047, 3.341, -2.580)
C (-5.895, -0.410, 1.198)
C (-1.434, 2.863, -5.051)
C (4.170, 0.521, -4.060)
C (-1.233, 2.051, 4.237)
C (-3.496, -0.196, -1.938)
C (4.302, 2.752, -2.736)
C (2.354, -2.045, 0.181)
C (1.893, -1.887, 1.617)
C (-1.433, 4.186, -5.384)
C (-4.498, -0.207, 1.793)
C (-1.377, 2.313, -3.694)
C (-0.740, 2.696, 2.950)
C (4.003, 1.310, -2.690)
C (4.616, 1.668, 1.941)
C (-1.113, -4.064, 3.038)
C (4.015, 1.735, 3.377)
C (-0.645, -3.280, -3.216)
C (-2.052, -4.064, -3.078)
C (-1.234, 5.214, -4.370)
C (-0.451, 4.215, 3.096)
C (-2.031, -5.385, 1.086)
C (-1.854, -3.944, 1.641)
C (-4.478, -0.469, 3.229)
C (0.526, -4.211, -3.161)
C (5.492, 2.861, 1.627)
C (-2.456, 0.637, -1.280)
C (-0.991, 4.773, -2.888)
C (2.937, -2.292, 2.667)
H (0.763, -0.530, 1.787)
H (-3.402, -0.273, 3.667)
H (2.658, 0.829, 1.340)
H (5.316, 0.459, -4.459)
H (-1.035, -5.981, 1.125)
H (4.729, 3.638, 1.717)
H (4.916, 1.499, 4.094)
H (6.401, 2.973, 2.282)
H (1.713, -1.979, -0.705)
H (1.024, -2.485, 1.933)
H (3.933, -1.572, 2.597)
H (0.800, -4.654, -4.039)
H (-1.025, -3.160, 3.567)
H (-1.192, 5.001, 2.785)
H (-4.772, -1.478, 3.614)
H (-2.159, -4.440, -3.986)
H (5.982, 2.799, 0.525)
H (-4.472, -0.218, -1.280)
H (-1.557, 4.258, -6.577)
H (5.319, 3.264, -2.978)
H (-0.216, 4.421, 3.969)
H (3.874, -0.441, -3.843)
H (-0.170, 1.970, -0.894)
H (-0.082, -4.198, 2.823)
H (-2.100, 2.623, 4.538)
H (3.523, 2.783, 3.678)
H (3.104, 1.006, 3.571)
H (0.304, 2.227, 2.829)
H (-0.760, 5.581, -2.212)
H (-3.781, 0.160, -2.819)
H (3.435, -3.234, 2.656)
H (-1.613, 1.520, 1.713)
H (-0.785, 3.159, -1.520)
H (3.159, 1.196, -2.042)
H (-1.542, -4.747, 3.602)
H (-1.369, 2.088, -5.948)
H (-6.069, -0.142, 0.218)
H (-2.283, -5.106, -0.067)
H (1.577, -3.522, -2.816)
H (0.531, -5.023, -2.425)
H (-3.267, -1.210, -1.862)
H (-2.749, -6.018, 1.584)
H (-2.812, -3.257, -2.692)
H (0.358, 0.794, -2.195)
H (-0.338, -3.030, -1.173)
H (3.167, -1.474, -0.168)
H (3.304, 0.669, -4.682)
H (-2.854, -3.496, 1.845)
H (-1.527, 0.943, 4.268)
H (-1.213, 0.110, 0.055)
H (4.749, 1.096, -0.921)
H (3.895, 3.234, -1.971)
H (2.523, -2.458, 3.751)
H (-6.677, -0.056, 1.916)
H (-0.604, 2.139, 5.337)
H (0.495, 4.474, 2.547)
H (-2.640, -0.871, 1.606)
H (-0.883, -1.022, -1.097)
H (2.992, -3.053, -0.041)
H (-5.028, 0.352, 3.699)
H (-1.905, -4.771, -2.200)
H (4.997, 0.593, 1.688)
H (0.840, 0.253, -0.362)
H (3.675, 3.014, -3.567)
H (-0.837, 0.148, 2.389)
H (-0.742, -2.469, -3.937)
H (-6.096, -1.440, 1.077)
H (-0.992, -2.282, 1.094)
H (-4.245, 0.721, 1.598)

Results
highest occupied orbital energy	-9.294	eV
molecular weight	619.88	g/mol

=====

Q | Here is C30H69NO11 as an isolated structure from the OMol25 dataset. Energies are from ωB97M-V/def2-TZVPD.

Atoms and positions in Å:
O (30.537, 2.933, 42.820)
O (23.775, 1.028, 42.852)
O (25.096, -0.558, 37.757)
O (29.601, 5.716, 47.580)
O (28.436, 2.370, 44.459)
O (27.672, 10.572, 39.600)
O (25.056, 3.069, 46.890)
O (26.363, 6.054, 42.181)
O (24.387, 7.146, 45.291)
O (27.563, 4.398, 46.325)
O (26.183, 6.514, 47.205)
N (26.113, 5.290, 44.463)
C (32.339, 2.503, 44.470)
C (24.344, 9.517, 44.947)
C (24.937, -0.254, 38.866)
C (24.695, -0.723, 41.531)
C (24.637, 1.079, 39.255)
C (24.947, -1.248, 40.077)
C (24.238, 0.669, 41.801)
C (28.828, 1.007, 46.387)
C (26.223, 8.870, 47.882)
C (27.861, 8.215, 39.706)
C (29.457, 9.553, 41.024)
C (24.730, 3.229, 48.320)
C (28.403, -0.148, 44.094)
C (24.406, 1.813, 48.891)
C (23.729, 8.067, 44.632)
C (28.644, 9.540, 39.692)
C (23.625, 4.304, 48.338)
C (31.214, 4.218, 47.982)
C (28.435, 6.039, 43.399)
C (26.731, 7.492, 48.173)
C (26.974, 5.899, 43.234)
C (32.793, 2.841, 41.940)
C (23.619, 7.860, 43.161)
C (24.290, 1.553, 40.551)
C (30.817, 5.345, 47.082)
C (26.127, 6.943, 49.594)
C (31.839, 2.238, 43.104)
C (28.153, 0.991, 45.051)
C (31.727, 6.709, 47.234)
C (25.137, 4.223, 44.062)
H (27.136, 8.119, 38.846)
H (27.619, -0.096, 43.374)
H (31.326, 7.556, 46.645)
H (23.468, 1.563, 48.424)
H (22.691, 3.795, 47.766)
H (25.157, 1.044, 48.878)
H (24.200, 2.624, 40.667)
H (25.723, 3.341, 44.219)
H (28.521, 7.571, 39.357)
H (26.631, 5.627, 46.917)
H (31.512, 4.190, 48.981)
H (29.361, 9.527, 38.861)
H (24.257, 1.813, 50.124)
H (29.062, 9.925, 41.879)
H (24.663, -1.316, 42.395)
H (31.945, 2.032, 45.288)
H (29.921, 0.795, 46.332)
H (24.381, 4.351, 44.732)
H (32.157, 3.650, 44.533)
H (32.823, 4.197, 42.167)
H (30.184, 8.686, 41.351)
H (28.012, 11.414, 39.313)
H (25.762, 3.710, 46.890)
H (31.436, 7.047, 48.202)
H (30.931, 4.956, 46.122)
H (24.728, 1.902, 38.534)
H (23.414, 4.498, 49.353)
H (26.161, 7.455, 50.612)
H (26.411, 9.294, 46.798)
H (32.794, 6.531, 47.265)
H (28.821, 5.066, 43.613)
H (27.094, 1.015, 45.357)
H (30.134, 10.087, 40.741)
H (24.777, 4.253, 43.020)
H (22.890, 8.046, 45.154)
H (23.070, 8.723, 42.626)
H (23.294, 6.845, 42.631)
H (33.371, 2.271, 44.640)
H (24.397, 10.027, 45.951)
H (28.934, 5.252, 46.942)
H (32.044, 3.755, 47.583)
H (28.825, 6.407, 44.467)
H (26.320, 5.905, 49.637)
H (25.576, 6.057, 44.769)
H (28.324, 0.341, 47.304)
H (25.505, 3.781, 48.959)
H (25.103, 8.998, 48.168)
H (33.701, 2.260, 41.950)
H (28.736, 6.859, 42.583)
H (23.811, 5.320, 47.840)
H (25.304, -2.320, 40.221)
H (29.198, -0.025, 43.637)
H (30.479, 3.516, 47.892)
H (25.406, 9.727, 44.743)
H (27.728, 7.513, 48.101)
H (27.633, 7.998, 40.702)
H (26.793, 4.726, 45.123)
H (24.293, 7.502, 46.171)
H (25.113, 7.106, 49.283)
H (28.175, 3.588, 46.488)
H (28.352, -1.164, 44.484)
H (32.268, 2.888, 40.971)
H (28.052, 2.983, 45.106)
H (23.664, 10.236, 44.578)
H (31.792, 1.167, 42.943)
H (26.949, 9.518, 48.488)
H (24.538, 7.973, 42.802)
H (29.880, 2.603, 43.378)
H (28.578, 2.172, 46.840)

Results
highest occupied orbital energy	-9.184	eV
molecular weight	619.88	g/mol

=====

Which one is most stable, and which one is least stable? P is the most stable of them, while Q is the least stable.

=====

P | Here is one molecule with the formula C3H5ClN2O2 from the OMol25 dataset. Energies are from ωB97M-V/def2-TZVPD.

Atoms and positions in Å:
Cl (0.024, 1.925, -0.092)
O (1.374, -1.776, -0.139)
O (2.343, 0.181, 0.175)
N (-2.298, 0.260, 0.209)
N (-1.384, -1.794, -0.125)
C (-1.185, -0.477, -0.008)
C (1.241, -0.550, -0.023)
C (0.015, 0.153, 0.098)
H (-1.993, -2.270, 0.606)
H (-2.296, 1.214, -0.286)
H (-0.545, -2.276, -0.197)
H (-3.164, -0.308, -0.075)
H (3.183, -0.357, 0.237)

Results
highest occupied orbital energy	-8.578	eV
SMILES string	NC(N)=C(Cl)C(=O)O
molecular weight	136.54	g/mol

=====

Q | Here is one molecule with the formula C3H5ClN2O2 from the OMol25 dataset. Energies are from ωB97M-V/def2-TZVPD.

Atoms and positions in Å:
Cl (2.056, 1.366, -0.575)
O (2.236, -1.033, 0.850)
O (0.768, -2.057, -0.366)
N (-0.415, 1.296, 1.479)
N (1.370, -1.065, 0.007)
C (0.779, 0.173, -0.493)
C (-1.649, -0.073, -0.265)
C (-0.480, 0.566, 0.458)
H (-2.323, -0.390, 0.525)
H (0.560, -0.102, -1.566)
H (-1.405, -0.951, -0.916)
H (-2.031, 0.688, -0.824)
H (0.534, 1.582, 1.685)

Results
highest occupied orbital energy	-10.709	eV
SMILES string	[H]/N=C(/C)[C@@H](Cl)[N+](=O)[O-]
molecular weight	136.54	g/mol

=====

Which one is most stable, and which one is least stable? P is the most stable of them, while Q is the least stable.

=====

P | Here is a 2-piece molecular cluster, CH2S3 overall from the OMol25 dataset. Energies are from ωB97M-V/def2-TZVPD.

Atoms and positions in Å:
S (-0.896, 0.099, 1.538)
S (0.904, -2.133, -0.876)
S (0.973, 0.782, -2.010)
C (0.901, -0.688, -1.447)
H (-1.958, 0.897, 1.322)
H (0.075, 1.043, 1.472)

Results
highest occupied orbital energy	-9.638	eV
molecular weight	110.23	g/mol

=====

Q | Here is CH2S3 as an isolated structure from the OMol25 dataset. Energies are from ωB97M-V/def2-TZVPD.

Atoms and positions in Å:
S (0.206, -0.477, 1.976)
S (3.683, 0.059, 2.119)
S (1.615, 0.302, -0.601)
C (1.523, -0.137, 1.007)
H (0.296, 0.258, -0.924)
H (-0.785, -0.309, 1.060)

Results
highest occupied orbital energy	-8.150	eV
molecular weight	110.23	g/mol

=====

Which one is most stable, and which one is least stable? P is the most stable of them, while Q is the least stable.

=====

P | Here is a 2-piece molecular cluster, C6H7BrO overall from the OMol25 dataset. Energies are from ωB97M-V/def2-TZVPD.

Atoms and positions in Å:
Br (-3.584, 0.472, -0.938)
O (1.576, -0.837, 0.146)
C (1.988, 1.310, 0.408)
C (2.486, 0.104, 0.140)
C (-2.189, -0.709, -1.277)
C (-0.832, -0.830, 0.627)
C (0.395, -0.247, 0.337)
C (0.550, 1.097, 0.539)
H (2.550, 2.204, 0.462)
H (-0.969, -1.861, 0.946)
H (3.592, -0.182, -0.106)
H (-1.463, -0.197, 1.323)
H (-1.404, -0.236, -1.913)
H (-2.420, -1.818, -1.246)
H (-0.275, 1.729, 0.551)

Results
highest occupied orbital energy (spin up / spin down)	-7.508 / -7.506	eV
molecular weight	175.03	g/mol

=====

Q | Here is C6H7BrO as an isolated structure from the OMol25 dataset. Energies are from ωB97M-V/def2-TZVPD.

Atoms and positions in Å:
Br (2.583, 0.781, -0.089)
O (1.462, -1.977, 0.587)
C (-0.930, -0.958, -0.326)
C (-1.060, 0.549, -0.641)
C (0.936, 0.241, 0.673)
C (-0.188, 1.278, 0.292)
C (0.533, -0.945, -0.039)
C (1.740, -1.464, -0.602)
H (1.055, 0.191, 1.704)
H (0.356, 2.101, -0.044)
H (-1.607, -1.045, 0.642)
H (-0.757, 1.519, 1.201)
H (-2.145, 0.621, -0.555)
H (-0.753, 0.785, -1.723)
H (-1.225, -1.676, -1.078)

Results
highest occupied orbital energy	-8.808	eV
molecular weight	175.03	g/mol

=====

Which one is most stable, and which one is least stable? P is the most stable of them, while Q is the least stable.